No. 1
A molecular structure, C35H40N7O2S3Tc at a distorted geometry. Source: the Open Molecules 2025 dataset; level of theory: ωB97M-V with the def2-TZVPD basis set.

```
88
C35H40N7O2S3Tc | the Open Molecules 2025 dataset | ωB97M-V with the def2-TZVPD basis set
Tc 0.09395 0.46851 0.77495
C 0.71966 -2.24969 -2.48932
C 0.22793 -1.51328 -1.30307
N 0.98729 -0.71252 -0.62492
N 2.26868 -0.54815 -1.06625
C 2.92465 0.39268 -0.43043
N 4.17187 0.64927 -0.84783
S 2.32607 1.33653 0.90901
C -1.17355 -1.57808 -0.85269
C -2.11499 -2.41856 -1.40830
C -3.41910 -2.38666 -0.93596
C -3.75645 -1.49518 0.06696
C -2.76902 -0.67594 0.57797
N -1.50854 -0.73421 0.14342
H 1.77757 -2.46655 -2.37853
H 0.59951 -1.59575 -3.36131
H 0.16489 -3.17222 -2.65214
H 4.77418 1.23216 -0.29475
H 4.58304 0.02883 -1.52577
H -1.83303 -3.08343 -2.21179
H -4.16563 -3.05051 -1.35407
H -4.76657 -1.42450 0.44901
H -2.98316 0.05355 1.34915
S -0.86192 2.26982 2.23653
C -1.88415 3.40012 1.48322
N -2.27700 4.45134 2.17544
C -3.34959 5.28859 1.63447
C -3.46280 4.92921 0.15433
S -2.60561 3.33708 -0.08152
H -1.97603 4.54436 3.13565
H -3.09710 6.33720 1.76596
H -4.27667 5.08985 2.16859
H -2.97601 5.66037 -0.48536
H -4.49641 4.81486 -0.15767
C 2.73748 -4.21857 3.01223
N 2.46084 -3.35357 1.87967
C 1.28591 -3.77424 1.14795
C 2.54550 -1.91546 2.15110
C 1.41918 -1.36853 3.01797
C 1.49673 -1.65247 4.38152
C 0.43353 -1.42909 5.24540
C -0.75760 -0.93821 4.73506
C -0.82698 -0.59127 3.39569
C 0.26312 -0.72590 2.51339
H 2.84182 -5.24485 2.65673
H 1.95194 -4.21274 3.78395
H 3.68026 -3.92592 3.47886
H 1.39449 -4.82417 0.86836
H 1.20135 -3.18835 0.23142
H 0.34180 -3.66873 1.71336
H 2.58221 -1.40396 1.19846
H 3.50079 -1.74796 2.65430
H 2.41789 -2.07483 4.76927
H 0.52873 -1.65677 6.30027
H -1.62003 -0.79823 5.37634
H -1.76807 -0.18512 3.04468
C 3.64705 -0.08275 -8.41783
C 2.97982 1.11316 -7.78236
C 2.82716 2.28351 -8.51532
C 2.23098 3.39942 -7.95108
C 1.79490 3.35752 -6.63812
C 1.96569 2.20212 -5.88318
N 1.52226 2.13755 -4.53506
C 1.68282 3.07729 -3.55172
C 2.54676 4.17935 -3.70861
C 2.72992 5.09198 -2.69312
C 2.07364 4.95524 -1.46911
C 1.24135 3.87338 -1.29326
C 1.01978 2.92783 -2.30575
C 0.14135 1.76878 -2.01857
O -0.06206 0.86054 -2.82229
O -0.39535 1.72020 -0.80301
C 2.53591 1.06205 -6.45531
C 2.70301 -0.20168 -5.63997
H 4.06401 0.18489 -9.38719
H 2.94233 -0.90410 -8.57414
H 4.45955 -0.46501 -7.79611
H 3.17764 2.31832 -9.54128
H 2.09393 4.29942 -8.53933
H 1.30327 4.21325 -6.19136
H 0.93718 1.36954 -4.25676
H 3.08625 4.29513 -4.63723
H 3.40525 5.92523 -2.85274
H 2.23638 5.66778 -0.66949
H 0.75101 3.72190 -0.34252
H 3.65371 -0.19040 -5.09428
H 2.70117 -1.08431 -6.27798
H 1.91196 -0.32698 -4.90127
```

HOMO level (spin up / spin down) ... -9.26 / -9.26 eV
Calculated total energy ... -3166.71240 a.u.
E_LUMO (spin up / spin down) ... -0.12399 / -0.15661 Eh
2S+1 ... 4
Total charge ... +1

***

No. 2
13 unconnected molecules or ions with the total composition C72H183N13O23 at a distorted geometry. Source: the Open Molecules 2025 dataset; level of theory: ωB97M-V with the def2-TZVPD basis set.

```
291
C72H183N13O23 | the Open Molecules 2025 dataset | ωB97M-V with the def2-TZVPD basis set
C 2.80727 -31.18208 -12.72856
C 3.73752 -30.92147 -13.96528
C 4.88399 -31.97004 -14.16469
O 5.60942 -32.13197 -12.91313
C 6.60568 -33.11593 -12.94796
N 2.85411 -30.70600 -15.07978
H 1.96159 -30.50992 -12.58320
H 3.39814 -31.14472 -11.81337
H 2.50571 -32.22953 -12.73157
H 4.24276 -29.98281 -13.73777
H 5.49455 -31.55122 -14.96464
H 4.57528 -32.94274 -14.54763
H 7.44906 -32.77087 -13.54608
H 6.24747 -34.04929 -13.38226
H 6.96268 -33.36519 -11.94871
H 2.57003 -29.73761 -15.03945
H 1.98005 -31.18262 -14.90968
C 1.78829 -15.94509 -17.08945
C 1.22783 -16.74252 -18.29695
C -0.37646 -16.84505 -18.21771
O -0.67072 -17.46000 -16.97662
C -1.88847 -17.11522 -16.41894
N 1.68744 -16.03074 -19.40511
H 2.87754 -15.97212 -17.05923
H 1.33431 -16.37986 -16.19896
H 1.37567 -14.93909 -17.16571
H 1.72134 -17.71439 -18.29587
H -0.82144 -17.38334 -19.05458
H -0.70022 -15.80592 -18.27675
H -2.08573 -17.73265 -15.54260
H -2.67767 -17.31596 -17.14349
H -1.96524 -16.05781 -16.16576
H 2.69728 -16.01503 -19.39747
H 1.41518 -16.54481 -20.23076
C 16.25827 -33.36682 -11.99725
C 17.19897 -32.74775 -13.08114
C 16.46180 -32.03940 -14.21009
O 15.53059 -32.86943 -14.93570
C 16.09576 -34.05710 -15.44297
N 18.09647 -31.78016 -12.39921
H 15.60713 -32.57808 -11.62042
H 16.81057 -33.86628 -11.20126
H 15.61325 -34.10150 -12.47922
H 17.86335 -33.55346 -13.39344
H 17.19752 -31.63662 -14.90622
H 15.87435 -31.21790 -13.80004
H 16.68857 -34.61227 -14.71599
H 16.74319 -33.92859 -16.31041
H 15.31752 -34.74407 -15.77539
H 18.90535 -32.27260 -12.04803
H 17.59188 -31.45671 -11.58627
C 2.81638 -15.71598 -24.92940
O 2.01495 -14.70213 -24.42608
C 1.93478 -13.46409 -25.14901
C 0.83218 -12.49590 -24.68598
N 1.17950 -11.95116 -23.39364
C 0.03732 -11.25969 -22.80595
C 0.44071 -10.74818 -21.45308
O -0.72044 -10.04423 -20.94731
C -0.55061 -9.80979 -19.55143
H 2.61401 -16.63713 -24.38293
H 3.86406 -15.41523 -24.93599
H 2.61992 -15.94940 -25.97584
H 1.73850 -13.67852 -26.19952
H 2.93540 -13.03814 -25.07530
H -0.10685 -13.04924 -24.69743
H 0.74190 -11.67739 -25.40013
H 1.57995 -12.65126 -22.78568
H -0.87426 -11.85607 -22.76757
H -0.01616 -10.43626 -23.51813
H 1.28561 -10.05952 -21.45404
H 0.57067 -11.59976 -20.78523
H -0.46778 -10.73150 -18.97551
H -1.41272 -9.24526 -19.19623
H 0.38532 -9.27753 -19.38164
C 3.79542 -20.63444 -0.97463
O 3.57817 -20.51368 -2.39475
C 4.51209 -19.73015 -3.13929
C 5.79375 -20.55074 -3.46069
N 5.51339 -21.66670 -4.35496
C 6.65251 -22.49951 -4.73449
C 6.20728 -23.60428 -5.65100
O 7.25704 -24.51723 -5.77615
C 6.95731 -25.51540 -6.75182
H 3.07302 -19.99135 -0.47197
H 4.78703 -20.22749 -0.77657
H 3.64857 -21.68088 -0.70727
H 4.83867 -18.79221 -2.69015
H 3.95982 -19.43436 -4.03125
H 6.13519 -20.79490 -2.45476
H 6.50843 -19.86923 -3.92206
H 4.80700 -22.21442 -3.88474
H 7.03922 -22.99606 -3.84456
H 7.35589 -21.82759 -5.22632
H 6.03230 -23.18270 -6.64082
H 5.23351 -24.01633 -5.38622
H 6.13074 -26.19016 -6.52915
H 7.81646 -26.12457 -7.03266
H 6.72227 -25.08198 -7.72394
C 16.76508 -30.68921 -6.20534
O 17.95211 -31.42558 -6.16710
C 18.23449 -31.89728 -4.84630
C 19.61021 -32.55657 -4.80650
N 19.52693 -33.99308 -5.13237
C 20.16315 -34.85469 -4.15947
C 20.36506 -36.29221 -4.51962
O 21.46770 -36.37806 -5.35969
C 21.68656 -37.73140 -5.79525
H 16.01415 -31.15112 -5.56437
H 16.25138 -30.79263 -7.16111
H 16.78041 -29.62622 -5.96473
H 17.51166 -32.65779 -4.55096
H 18.27262 -31.09489 -4.10956
H 19.98286 -32.45894 -3.78685
H 20.26196 -32.06166 -5.52650
H 19.90798 -34.18897 -6.04698
H 19.65507 -34.76669 -3.19915
H 21.15757 -34.44781 -3.97591
H 19.51251 -36.71480 -5.05128
H 20.62410 -36.92279 -3.66910
H 22.49805 -37.71140 -6.52268
H 20.78915 -38.14720 -6.25336
H 22.02915 -38.37036 -4.98136
C 8.80708 -16.40002 -19.94761
O 8.53115 -17.77784 -20.12587
C 9.32112 -18.61645 -19.40161
C 8.91941 -20.11100 -19.53713
N 9.78251 -21.03801 -18.77462
C 9.73128 -20.82910 -17.34589
C 10.42233 -21.99187 -16.62922
O 9.49059 -23.15693 -16.70873
C 10.10214 -24.38972 -16.48685
H 9.86666 -16.16288 -19.85186
H 8.41070 -16.12891 -18.96911
H 8.26976 -15.97104 -20.79340
H 9.25713 -18.42594 -18.33030
H 10.33336 -18.48117 -19.78260
H 9.03682 -20.32719 -20.59901
H 7.87831 -20.36293 -19.33529
H 9.48079 -21.97628 -18.99534
H 8.74797 -20.60917 -16.93016
H 10.32852 -19.94896 -17.10767
H 10.65535 -21.76361 -15.58917
H 11.33933 -22.16666 -17.19196
H 9.42593 -25.21305 -16.71699
H 10.49117 -24.40581 -15.46877
H 11.02951 -24.40087 -17.05952
C 15.78118 -17.46825 -18.26212
O 15.70207 -18.27610 -19.40494
C 16.94043 -19.00417 -19.61419
C 16.76232 -19.93041 -20.85663
N 15.73519 -20.92804 -20.59578
C 15.51115 -21.93563 -21.66476
C 14.85498 -21.38788 -22.95754
O 15.90072 -20.71858 -23.73759
C 15.43188 -19.96767 -24.89903
H 16.76387 -17.00892 -18.15533
H 15.56075 -18.05129 -17.36793
H 15.13163 -16.60271 -18.39260
H 17.11546 -19.68194 -18.77866
H 17.76039 -18.28779 -19.66477
H 17.67000 -20.53209 -20.90344
H 16.64664 -19.39074 -21.79657
H 14.85303 -20.45008 -20.47983
H 14.84011 -22.66306 -21.20796
H 16.50288 -22.31570 -21.90997
H 14.09248 -20.64628 -22.71938
H 14.38651 -22.23435 -23.45968
H 14.71883 -19.20097 -24.59600
H 14.92295 -20.66017 -25.56951
H 16.29024 -19.54668 -25.42257
C 5.85995 -12.92002 -36.38447
O 6.71020 -12.69562 -35.29321
C 7.84907 -13.54249 -35.23213
C 8.60388 -13.04983 -33.94046
N 9.82164 -13.80440 -33.80641
C 10.86454 -13.13593 -33.03056
C 10.41262 -12.87670 -31.52071
O 10.09226 -14.12969 -30.89063
C 9.55875 -14.01873 -29.58839
H 5.73171 -13.93759 -36.75352
H 6.07469 -12.30817 -37.26061
H 4.85426 -12.68385 -36.03675
H 8.47179 -13.46264 -36.12316
H 7.50346 -14.57246 -35.14372
H 7.95824 -13.18935 -33.07341
H 8.82648 -11.98379 -33.89469
H 9.55457 -14.66741 -33.35476
H 11.06793 -12.18537 -33.52368
H 11.80180 -13.67864 -32.90758
H 9.48208 -12.30908 -31.52473
H 11.09632 -12.23486 -30.96511
H 8.64161 -13.42987 -29.57435
H 10.37221 -13.64298 -28.96774
H 9.37247 -14.99007 -29.13023
C 22.87309 -24.47932 -4.75879
O 22.98540 -24.64356 -6.13415
C 23.63411 -23.57136 -6.83639
C 23.58602 -23.85649 -8.39001
N 22.29856 -23.41408 -8.92311
C 21.24889 -24.42130 -8.77070
C 19.90731 -23.96392 -9.46720
O 19.45313 -22.78301 -8.74372
C 18.32826 -22.23803 -9.37583
H 22.48790 -23.50309 -4.46429
H 23.84620 -24.63072 -4.29164
H 22.25449 -25.27932 -4.35206
H 24.68310 -23.45533 -6.56389
H 23.04089 -22.68891 -6.59667
H 23.69314 -24.92302 -8.58785
H 24.33513 -23.30925 -8.96225
H 21.91652 -22.65564 -8.37639
H 21.17589 -24.74737 -7.73317
H 21.60113 -25.33697 -9.24566
H 19.12495 -24.72246 -9.44198
H 20.18322 -23.68774 -10.48490
H 18.32708 -22.23370 -10.46582
H 18.41879 -21.16043 -9.23918
H 17.38141 -22.66526 -9.04557
C 6.40550 -3.60303 -21.45769
O 7.74850 -3.96574 -21.63282
C 8.01210 -5.34888 -21.57614
C 8.15126 -5.98453 -22.94139
N 6.97301 -5.79627 -23.68166
C 6.72730 -6.75780 -24.77810
C 7.91036 -6.93303 -25.75497
O 8.16879 -5.67471 -26.33727
C 8.84652 -5.73078 -27.61259
H 5.95213 -4.16029 -20.63793
H 5.79705 -3.73583 -22.35226
H 6.29312 -2.56649 -21.13981
H 7.28857 -5.82828 -20.91677
H 8.88567 -5.43613 -20.93009
H 8.47648 -7.02057 -22.84679
H 8.97519 -5.48367 -23.44972
H 6.94897 -4.87200 -24.08818
H 5.85418 -6.42386 -25.33867
H 6.43937 -7.73566 -24.39210
H 7.64358 -7.72099 -26.45928
H 8.85225 -7.20789 -25.28022
H 8.89938 -4.72952 -28.04013
H 8.29774 -6.29990 -28.36295
H 9.86727 -6.10199 -27.52112
C 3.17875 -26.64350 -28.10133
O 3.31688 -26.20379 -26.78684
C 2.09015 -26.23966 -26.05758
C 2.35576 -26.37917 -24.54191
N 3.00571 -25.18910 -24.03827
C 3.37925 -25.20681 -22.57963
C 4.48825 -26.15689 -22.25496
O 5.63298 -25.98821 -23.12172
C 6.43137 -27.20395 -23.17225
H 3.08663 -27.71419 -28.28360
H 4.10903 -26.35912 -28.59306
H 2.41815 -26.09654 -28.65847
H 1.54407 -25.31490 -26.24393
H 1.37912 -27.01874 -26.33249
H 1.44282 -26.43194 -23.94873
H 2.86383 -27.30827 -24.28357
H 3.91086 -25.16412 -24.48571
H 3.61804 -24.18706 -22.27764
H 2.55641 -25.54879 -21.95188
H 4.79227 -25.92885 -21.23336
H 4.06916 -27.15645 -22.37048
H 7.32616 -27.14685 -23.79207
H 5.79916 -27.99280 -23.57984
H 6.76460 -27.43905 -22.16142
C 18.56192 -12.24529 -24.61052
O 18.03307 -11.87009 -23.38772
C 16.75494 -12.38778 -23.10518
C 16.34725 -12.01805 -21.66991
N 16.08501 -10.54421 -21.61847
C 15.65815 -10.12611 -20.29305
C 16.77369 -10.12616 -19.16229
O 16.25777 -9.90156 -17.85403
C 17.26018 -9.75307 -16.84601
H 18.95978 -13.25631 -24.69782
H 19.37891 -11.55798 -24.83011
H 17.81686 -12.23200 -25.40602
H 16.61272 -13.44587 -23.32500
H 16.04201 -11.95796 -23.80881
H 17.02616 -12.40636 -20.91071
H 15.44554 -12.59682 -21.46989
H 16.79280 -10.00254 -22.09357
H 14.80643 -10.70808 -19.94096
H 15.18423 -9.15243 -20.41730
H 17.40025 -9.28141 -19.44845
H 17.29782 -11.07565 -19.27112
H 17.98784 -8.97871 -17.08892
H 17.77386 -10.68693 -16.61766
H 16.85210 -9.47808 -15.87340
```

HOMO level ... -8.47 eV
Energy relative to the best compared isomer or geometry (same formula, charge and spin) ... 73.9 kcal per mole
Calculated total energy ... -5294.61408 a.u.
E_LUMO ... 0.01772 Eh

***

> Which of these has the lowest calculated total energy?

C72H183N13O23